# 1
{"formula": "C41H28NO7PS", "method": "the ωB97M-V functional and the def2-TZVPD basis", "e_lumo_ev": -1.706, "orbital_gap_ev": 7.16, "smiles": "NC(=O)CCC1=CC(=O)c2cccc([PH2]=S)c2C1=O.O=C1c2ccccc2C(=O)c2ccccc21.O=C1c2ccccc2C(=O)c2ccccc21", "symbols": ["C", "C", "H", "H", "H", "C", "H", "C", "H", "C", "C", "C", "O", "C", "C", "C", "C", "O", "C", "C", "H", "H", "H", "S", "C", "C", "H", "C", "O", "C", "C", "C", "H", "C", "C", "C", "H", "C", "H", "H", "C", "H", "H", "C", "O", "H", "C", "C", "H", "C", "C", "H", "C", "P", "O", "C", "H", "C", "C", "C", "C", "O", "H", "H", "H", "H", "C", "C", "C", "H", "H", "H", "H", "C", "C", "H", "N", "C", "O"], "coordinates": [[0.8499, 7.3069, 3.2385], [-1.8131, -6.1518, -0.6651], [2.6710, 10.4776, 2.6998], [0.2163, -5.7834, -0.0365], [-2.3420, 4.2362, -1.6348], [1.6745, 5.4146, -0.8875], [3.4118, -5.4100, -2.3248], [-1.3738, 4.8213, -1.4283], [-0.7464, 4.9614, -2.3842], [-3.5042, -4.8143, 0.4249], [-3.1546, -5.8123, -0.4860], [1.3346, 8.7635, 3.5185], [-0.2491, -7.4408, -1.8494], [-1.6531, 6.2734, -0.8388], [2.8371, 6.3790, -0.3200], [2.8773, 8.6897, 1.2401], [2.1767, -0.0339, 0.5307], [1.8999, -3.3877, 1.8101], [1.9327, -1.0699, 1.4329], [3.4050, -3.3508, -2.9506], [1.5637, 2.6191, 2.5652], [-2.6445, 7.1535, 0.7344], [1.5277, 5.1808, -1.9886], [-1.3527, 7.7555, 5.5057], [-3.1251, -9.6021, -3.9826], [-1.1803, -4.5324, 1.0075], [-1.0175, 3.5567, 0.4886], [1.3961, 6.5912, 1.9851], [-5.3867, -6.2176, -1.0903], [-3.8297, -7.5936, -2.1827], [-2.5177, -4.1761, 1.1688], [2.0450, 1.2925, 0.9423], [-1.3999, 5.7318, 3.6221], [-2.1348, -8.8996, -3.3052], [2.3201, 9.4088, 2.5211], [2.8083, -4.0955, -0.7358], [1.3240, -1.5786, 3.4391], [2.5755, -2.7736, -0.3529], [-5.2407, -9.8652, -4.2771], [3.7245, -3.5754, -3.9632], [3.2266, -4.3818, -2.0309], [3.3250, -1.2328, -3.2913], [-3.4777, 7.1927, -0.6693], [-4.4681, -9.3099, -3.7550], [2.7303, 0.5733, -1.6683], [0.3070, 5.5297, 5.2461], [-0.8275, -5.5140, 0.0883], [-4.2147, -6.5160, -1.2432], [0.8919, 9.2737, 4.4360], [1.3914, 0.5469, 3.1406], [2.1166, -2.4804, 1.0234], [2.6682, -4.9041, -0.0253], [1.5283, -0.7768, 2.7365], [-0.4003, 6.4585, 4.3837], [-0.8844, 7.2727, -0.9969], [-0.4501, 3.8934, -0.4548], [-1.0904, -9.1350, -3.4831], [1.6588, 1.5822, 2.2466], [2.4000, 7.2477, 0.9676], [2.5705, -0.3308, -0.8649], [0.9318, 5.0917, 1.6210], [3.9577, 6.4540, -0.8661], [3.6111, 9.2129, 0.5263], [-4.5446, -4.5363, 0.5589], [-5.8690, -8.0804, -2.6904], [-2.7916, -3.4033, 1.8799], [3.1796, -2.0321, -2.5716], [-4.8208, -8.3049, -2.8606], [-2.4858, -7.9002, -2.3963], [2.2470, 2.1031, 0.2484], [-0.0921, 2.9548, -1.0248], [-2.8503, -10.3815, -4.6860], [-0.4120, -4.0430, 1.5972], [2.7736, -1.7403, -1.2686], [0.7574, 4.8219, 0.0397], [1.0811, 0.7731, 4.1559], [-2.9120, 6.5591, -0.0705], [-1.4251, -7.1827, -1.6538], [0.7569, 4.1962, 2.4843]]}

=====

# 2
{"formula": "C41H30Cl4MgN2O2STe", "method": "the ωB97M-V functional and the def2-TZVPD basis", "charge": -2, "e_lumo_ev": 3.694, "orbital_gap_ev": 4.21, "symbols": ["H", "H", "H", "C", "C", "H", "H", "C", "C", "O", "C", "C", "C", "C", "C", "H", "C", "H", "H", "Cl", "H", "H", "C", "C", "C", "C", "H", "C", "C", "Cl", "C", "Te", "H", "C", "H", "N", "H", "H", "H", "Cl", "H", "H", "C", "C", "H", "C", "S", "H", "C", "C", "N", "Mg", "C", "H", "C", "H", "C", "C", "C", "C", "C", "H", "Cl", "C", "H", "C", "C", "C", "C", "C", "C", "H", "H", "H", "H", "C", "C", "O", "H", "C", "H", "C"], "coordinates": [[5.0305, 2.9823, -6.4241], [2.0610, -4.6273, -1.6884], [-2.7491, 0.3798, 2.0660], [3.7045, -0.4061, 4.3903], [3.5731, -1.3237, 5.3875], [1.5183, -4.0628, 0.7059], [3.0763, -1.0220, 6.3036], [4.9318, -1.9902, 3.1506], [0.6168, 1.3646, -0.9542], [2.9507, 3.4167, -0.7215], [-1.6734, 1.6436, -1.6850], [4.8727, -2.9585, 4.1394], [2.3527, 3.0805, -1.7176], [-3.5813, -3.2026, 0.1041], [-4.3755, 0.3789, 0.6645], [-4.5733, 0.3512, -0.4120], [4.1977, -2.5939, 5.2785], [-2.6921, 1.2554, -1.7264], [-2.1209, 4.5951, -3.3551], [-1.2534, -2.1932, 4.4576], [4.2922, -3.2269, 6.1653], [-3.4044, 3.5925, -2.7424], [-2.9384, 0.4314, 0.9833], [4.5024, 2.9823, -5.5112], [-0.8016, 1.6654, 3.3997], [-3.7620, -3.7919, -2.1871], [5.4812, -3.8426, 4.1245], [1.4349, -3.7504, -1.4280], [-2.4525, 3.5350, -3.2174], [5.8155, -2.3106, 1.6539], [3.0840, 3.0785, -3.0725], [-5.4411, -1.2856, 1.6253], [-3.6783, 1.9912, 5.0436], [-0.0329, 3.1800, -2.4527], [-0.0027, -2.1548, 1.1678], [0.5301, -0.2320, 2.7309], [-0.1669, -1.0297, -2.9592], [-2.9227, -3.1825, 0.9663], [-6.4874, -2.1611, -1.2102], [3.0901, 1.1780, 4.7481], [-4.8108, 1.3573, 1.0317], [-2.0116, 3.4032, 3.8185], [-5.0163, -3.3260, -2.2084], [0.0620, -1.8023, -2.1611], [-2.5658, 1.4152, 0.6996], [-0.4402, 0.2931, 3.3516], [4.3400, 0.4573, 1.8515], [4.6738, 4.3189, -2.3287], [-1.9115, 2.3270, 3.8667], [0.9004, -2.8725, -2.3951], [-2.1350, -0.6088, 0.3706], [1.8598, 0.7611, 1.7047], [-5.5763, -2.7343, -1.0783], [1.6971, 1.8065, -4.0634], [0.2031, -2.4043, 0.1274], [-3.3761, -4.3688, -3.0215], [-1.1422, -0.3819, -0.3803], [3.2863, 2.3736, -5.3302], [-1.4138, -0.4171, 4.2106], [1.0359, -3.5141, -0.1169], [-1.3893, 2.7275, -2.4679], [-5.5331, -3.3429, -3.1299], [0.2945, 2.7484, 2.4567], [-4.8483, -2.6353, 0.0815], [0.2334, 4.1637, -2.9074], [-0.3289, -1.5746, -0.8505], [-3.0573, -3.8449, -0.9759], [-0.7144, 0.9041, -1.0341], [-2.8300, 1.5035, 4.5397], [0.9493, 2.5317, -1.6816], [2.5803, 2.3661, -4.1358], [6.1454, 3.9602, -4.3633], [-2.0782, -4.2685, -0.9337], [1.2145, -3.1390, -3.4324], [2.8403, 1.7678, -6.1896], [5.0824, 3.6291, -4.3938], [4.3245, -0.6751, 3.1485], [1.5368, 0.8565, -0.1813], [-3.2047, -0.4462, 5.3796], [4.3083, 3.7647, -3.2254], [-2.6494, 3.0629, -4.2067], [-2.5413, 0.1228, 4.7625]]}

=====

# 3
{"formula": "C41H31BrMnN7O3S3", "method": "the ωB97M-V functional and the def2-TZVPD basis", "charge": 3, "e_lumo_ev": [-9.474, -9.481], "spin_multiplicity": 2, "orbital_gap_ev": [5.16, 5.15], "symbols": ["H", "H", "C", "O", "C", "C", "H", "C", "C", "C", "C", "C", "H", "N", "C", "C", "H", "C", "C", "N", "C", "C", "C", "N", "H", "H", "H", "H", "Br", "C", "C", "H", "C", "H", "C", "C", "Mn", "C", "C", "H", "C", "C", "C", "C", "H", "C", "C", "H", "N", "N", "C", "H", "H", "C", "H", "C", "S", "H", "H", "C", "N", "C", "H", "H", "H", "H", "H", "O", "H", "H", "H", "C", "H", "H", "H", "N", "C", "C", "H", "S", "C", "C", "C", "C", "O", "S", "C"], "coordinates": [[-1.8880, -0.2304, 2.9500], [1.9428, -3.2898, 3.1548], [-0.8894, 1.8344, -2.0280], [-1.8559, -0.9551, -0.3081], [0.8286, -1.8201, 2.0627], [-1.0538, -0.9139, 3.0321], [-6.3293, -1.0009, 0.6250], [-4.0446, 1.4511, 1.2821], [1.5091, -2.3375, -1.5739], [2.8468, -0.2649, -0.6381], [-3.0407, -0.4711, 0.2357], [-1.5744, -2.8063, -3.6833], [-1.0537, -3.5712, -1.6774], [-5.3558, -3.0016, -0.9397], [4.9828, -0.5308, -1.5463], [-5.0129, -4.3182, -1.2497], [-2.5447, -3.2612, -3.8159], [1.6821, 3.3267, -5.7218], [1.4207, 1.7375, -3.4580], [2.0317, -0.3308, 0.5698], [1.8325, -4.7391, -2.3842], [-2.9372, 0.7955, 0.7848], [-3.9110, -6.8253, -1.5326], [-0.7695, 2.5706, -3.1166], [4.7105, 0.7303, 0.1622], [2.5338, 0.0802, 1.3545], [4.1412, -6.4825, -0.6914], [-0.3084, 4.0318, -5.3293], [-6.8068, 1.6688, 1.8112], [1.0865, -2.6301, 3.1466], [-0.9492, -2.0673, -4.6425], [3.4279, 1.0711, -3.8635], [-1.3879, 2.5420, 1.4612], [2.5200, -6.8091, -2.7309], [3.4523, -5.7620, -1.0994], [-3.1423, -5.8555, -0.9169], [-0.1516, -0.0586, 0.1908], [-3.7271, -4.5997, -0.7900], [2.6233, 1.7109, -4.1974], [-1.7275, 2.4439, 2.4919], [0.4208, -2.2964, -2.6065], [-4.2431, -1.1533, 0.2032], [2.5999, -5.9072, -2.1468], [2.5888, -1.2489, -1.7632], [-1.3002, -1.8250, -5.6317], [2.1065, -3.7216, -1.5095], [-4.3235, -2.5176, -0.3317], [-5.7713, -7.3508, -2.4696], [-0.2169, -0.9840, 1.9951], [0.0706, 1.0256, -1.5834], [-0.8709, -1.6938, 4.1649], [-0.3125, 2.7021, 1.4363], [-1.9914, -1.7376, -0.8760], [-5.7738, -5.3051, -1.8781], [-6.7684, -5.0895, -2.2402], [0.4998, 3.3844, -5.0169], [4.1224, -1.6342, -2.5987], [-1.9031, 3.3703, 0.9749], [3.6574, 2.4848, -5.8886], [-0.7780, -2.9514, -2.5195], [2.2049, 0.1416, -1.8743], [2.7428, 2.4944, -5.3141], [6.0393, -0.3943, -1.7241], [-2.1456, -6.0724, -0.5559], [0.3648, -3.1814, 5.0953], [-1.5674, -1.6131, 4.9866], [-1.5572, 3.1450, -3.4003], [0.8137, -2.0097, -0.2907], [2.5212, -2.4147, 0.8834], [1.7999, 3.9396, -6.6053], [-2.5251, -3.3581, 0.4616], [0.3818, 2.5813, -3.8866], [1.1155, -4.6618, -3.1857], [-1.8276, 1.8717, -1.4930], [-3.5096, -7.8213, -1.6525], [-3.2647, -3.4108, -0.2214], [4.2822, 0.0729, -0.5792], [0.2059, -2.5625, 4.2228], [-3.9911, 2.4388, 1.7120], [3.3408, -4.2105, -0.4009], [-5.2754, 0.7894, 1.1959], [1.2131, 0.9498, -2.2961], [1.6687, -1.7360, 0.8210], [-5.3783, -0.4901, 0.6726], [-1.6371, 1.3148, 0.7385], [0.5988, -1.5510, -4.1395], [-5.2080, -6.5544, -2.0063]]}

=====

# 4
{"formula": "C41H31BrN6O3STi", "method": "the ωB97M-V functional and the def2-TZVPD basis", "e_lumo_ev": [-0.389, -0.412], "spin_multiplicity": 3, "orbital_gap_ev": [4.71, 6.65], "symbols": ["H", "C", "C", "H", "H", "C", "C", "C", "H", "H", "C", "C", "C", "N", "H", "C", "O", "C", "C", "S", "C", "H", "H", "H", "H", "H", "C", "N", "H", "H", "H", "C", "H", "H", "C", "C", "N", "H", "C", "H", "H", "C", "H", "C", "C", "Ti", "H", "C", "H", "C", "H", "C", "C", "H", "C", "C", "N", "H", "C", "H", "C", "H", "C", "Br", "C", "N", "C", "H", "C", "C", "C", "C", "H", "O", "C", "O", "C", "H", "C", "H", "C", "C", "N", "C"], "coordinates": [[0.2834, 0.1988, 5.1904], [-0.0193, 0.5515, -3.0393], [-0.3656, -5.2239, 0.7634], [0.5283, -2.0530, -5.7745], [0.5130, 4.3428, -3.6421], [1.1066, -1.5227, 3.0396], [0.5409, 1.0481, 4.5760], [0.3772, -1.2751, -5.0405], [-7.7840, 1.8024, -0.7491], [1.9959, 5.2681, 2.5692], [0.6707, 2.3902, -4.4944], [2.6044, -2.7280, -2.1027], [1.9321, 2.7136, 0.3607], [-0.5388, 0.9778, -0.7289], [1.2949, 4.3378, 4.8626], [-0.9462, -4.0184, 1.1591], [-1.4060, 1.0003, 1.4915], [-3.0475, 2.0944, -0.2030], [3.4992, -4.2270, 2.1593], [-1.3418, 1.8807, 0.3333], [-3.9214, 1.0258, -0.1406], [1.1011, 0.3287, -6.2528], [-1.7634, -1.5270, 1.5740], [1.7859, -4.1171, 3.4373], [3.3835, -2.6333, -2.8455], [0.8399, -1.8145, 4.0572], [-0.4905, -2.8297, 0.6187], [1.4033, 1.7466, 1.1044], [5.2216, -4.0597, 0.8892], [-5.2400, 4.5539, -0.9242], [0.5729, 2.4189, 6.2101], [1.3605, 3.2457, 3.0104], [-7.4726, 3.3027, -1.6343], [4.6402, -1.7560, 0.1712], [1.8498, 4.2736, 2.1742], [0.4700, 1.0092, -4.2961], [1.0365, -1.5962, -0.6838], [-7.5912, 3.3235, 0.1211], [1.1181, 3.3840, 4.3907], [-5.9560, 0.3992, -0.2944], [-2.8186, 4.1860, -0.5311], [1.1489, -4.0506, -0.7187], [1.0468, -6.1916, -0.5136], [0.6417, -5.2488, -0.1753], [-5.2732, 1.2330, -0.3494], [0.7118, -0.0640, 0.6263], [2.1744, 2.4675, -0.6719], [4.0142, -2.2938, 0.8665], [2.3981, -0.5915, -1.8699], [2.0630, -2.2976, 2.3291], [1.0275, 2.7364, -5.4521], [0.7473, 0.8623, 3.2089], [2.1813, -3.9779, -1.6789], [2.6344, -4.8815, -2.0588], [0.5879, -2.8215, -0.2872], [0.6929, 0.0332, -5.2948], [-1.0138, -1.5447, 0.8838], [-0.7310, -6.1499, 1.1835], [0.7137, 2.3025, 5.1448], [-1.2991, -1.0812, 0.0141], [-0.0492, 2.8361, -2.2375], [2.5471, 4.7586, 0.2077], [2.0392, -1.5766, -1.5784], [3.9104, -6.0171, 2.6575], [-4.8688, 3.5638, -0.7047], [0.8043, -0.3246, 2.5413], [0.3840, 3.2788, -3.4898], [-0.4879, -2.6173, -3.5775], [2.8626, -1.6451, 1.3212], [-5.7674, 2.5060, -0.6069], [4.3358, -3.5751, 1.2657], [2.1514, 3.9933, 0.8585], [-0.2458, 3.5461, -1.4498], [-0.8420, 3.2100, 0.5773], [-0.1999, 1.4845, -1.9641], [2.5748, -0.4551, 0.8508], [-0.1799, -1.6002, -3.7927], [-3.5448, 0.0448, 0.1033], [1.1397, 1.9807, 2.4103], [-1.7484, -4.0154, 1.8819], [-3.5155, 3.3630, -0.4992], [-7.2404, 2.7425, -0.7311], [-0.3553, -0.7365, -2.8262], [2.3990, -3.6090, 2.7081]]}

=====

> Number 3 is which compound?

C41H31BrMnN7O3S3